No. 1
C3H9NO | wB97M-V/def2-TZVPD

Each line ends with the natural charge from an NBO analysis.
Geometry (Å):
1 C 0.578 -0.739 -1.406  -0.636
2 C 1.014 0.352 -0.452  -0.320
3 C 1.235 0.232 0.892  0.007
4 N 1.957 -0.751 1.520  -0.833
5 H -0.481 -0.718 -1.611  0.215
6 H 0.829 -1.669 -0.889  0.195
7 H 1.180 -0.679 -2.306  0.205
8 H 1.127 1.352 -0.869  0.198
9 H 0.625 0.860 1.529  0.207
10 H 2.347 -1.529 1.013  0.375
11 H 2.563 -0.480 2.272  0.387
12 O -4.027 1.278 0.360  -0.934
13 H -4.207 0.581 -0.280  0.467
14 H -4.741 1.909 0.228  0.467

Output
structure (SMILES): C/C=C\N.O
strongest force on any atom: 2.7 eV Å⁻¹
E_HOMO: -7.02 eV
net charge: 0
DFT total energy: -249.6130 Eh

=====

No. 2
C7H11NO | wB97M-V/def2-TZVPD

Each line ends with the natural charge from an NBO analysis.
Geometry (Å):
1 C 2.087 -1.394 -0.457  -0.636
2 C 0.935 -0.578 0.002  0.000
3 C -0.297 -1.558 0.113  -0.444
4 C -1.781 -0.824 -0.153  -0.460
5 C -1.425 0.526 -0.744  0.040
6 C -0.529 1.168 0.280  -0.029
7 C 0.765 1.009 0.051  -0.100
8 H 2.895 -0.351 -0.793  0.229
9 H 2.720 -2.040 0.736  0.226
10 H 2.063 -2.367 -1.402  0.251
11 H 0.303 -2.352 -0.671  0.255
12 H -0.110 -1.882 1.173  0.231
13 H -2.483 -1.300 -1.023  0.228
14 H -2.496 -0.943 0.757  0.245
15 H -0.673 0.366 -1.685  0.199
16 H -0.979 1.049 1.187  0.186
17 H 1.693 1.617 -0.378  0.261
18 H 0.547 0.229 1.976  0.334
19 N 1.350 0.199 1.194  -0.582
20 O -1.431 2.062 -0.349  -0.433

Output
strongest force on any atom: 11.1 eV Å⁻¹
E_HOMO: -8.92 eV
net charge: 0
DFT total energy: -402.9154 Eh

=====

No. 3
C15H25BrClCs2FLiN3NaO7S2 | wB97M-V/def2-TZVPD

Each line ends with the Löwdin charge.
Geometry (Å):
1 C 1.897 4.172 1.179  0.034
2 C 0.796 3.820 1.807  -0.212
3 C 0.144 2.509 1.645  -0.222
4 S 0.811 1.215 2.702  0.506
5 O -0.090 1.128 3.833  -0.375
6 O 2.124 1.628 3.228  -0.927
7 N 0.827 -0.155 2.041  -0.283
8 S 1.921 -0.302 0.854  0.541
9 O 2.097 0.968 0.235  -0.310
10 O 1.531 -1.393 0.042  -0.266
11 C 3.572 -0.687 1.477  -0.218
12 O 3.890 -2.091 1.351  0.072
13 C 5.019 -2.441 1.816  -0.558
14 C 5.231 -3.911 2.131  0.038
15 O 5.967 -1.669 2.036  -0.027
16 H 2.099 3.773 0.206  0.086
17 H 2.637 4.850 1.549  0.061
18 H 0.297 4.511 2.460  0.098
19 H 0.121 2.164 0.628  0.107
20 H -0.868 2.576 1.996  0.099
21 H 3.587 -0.417 2.514  0.078
22 H 4.274 -0.087 0.878  -0.088
23 H 4.352 -4.512 2.198  0.101
24 H 5.881 -4.292 1.361  0.099
25 H 5.767 -3.833 3.087  0.064
26 Cs 4.186 2.484 3.592  0.885
27 F -4.703 -3.075 0.193  0.049
28 C -3.651 -2.921 -0.646  -0.282
29 C -3.803 -3.276 -1.968  -0.047
30 C -2.731 -3.115 -2.833  -0.077
31 C -1.530 -2.609 -2.363  -0.072
32 C -1.399 -2.257 -1.026  -0.064
33 C -2.469 -2.411 -0.157  -0.010
34 H -4.751 -3.672 -2.306  0.068
35 H -2.837 -3.378 -3.875  0.103
36 H -0.695 -2.481 -3.037  0.107
37 H -0.466 -1.856 -0.657  0.069
38 H -2.392 -2.136 0.887  0.116
39 C -5.473 -0.764 -3.784  -0.702
40 O -4.991 -1.563 -4.788  -1.057
41 H -4.768 -0.063 -3.329  0.077
42 H -6.334 -0.090 -4.053  -0.084
43 H -5.878 -1.271 -2.878  0.017
44 Li 7.413 -2.888 2.760  0.806
45 N 6.632 0.950 8.428  0.199
46 H 6.896 0.445 9.286  0.125
47 H 6.611 1.965 8.610  0.115
48 H 7.314 0.751 7.677  0.107
49 H 5.692 0.644 8.112  0.095
50 Br -6.044 0.576 -5.937  0.375
51 Cs -6.333 -3.013 -4.663  1.440
52 Cl 5.544 1.048 -0.374  -0.439
53 Na 0.427 2.804 5.401  0.653
54 C -7.190 4.170 -8.685  -0.066
55 C -7.302 3.500 -7.410  -0.289
56 N -7.373 2.957 -6.400  0.035
57 H -6.190 4.028 -9.088  0.086
58 H -7.917 3.760 -9.381  0.084
59 H -7.377 5.234 -8.559  0.083

Output
strongest force on any atom: 10.2 eV Å⁻¹
E_HOMO: -5.92 eV
net charge: +1
DFT total energy: -5417.4099 Eh

=====

no.,E_LUMO (eV)
1,0.9095
2,0.7648
3,-5.0773